Model i:
{"formula": "C2H7N2OP", "method": "ωB97M-V with the def2-TZVPD basis set", "charge": 0, "spin_multiplicity": 1, "e_homo_ev": -9.22, "smiles": "[H]/N=C/OPNC", "molar_mass_g_mol": 106.06, "elements": ["C", "C", "N", "N", "O", "P", "H", "H", "H", "H", "H", "H", "H"], "positions_angstrom": [[-0.96434, -0.78777, 1.97136], [1.38303, 0.11387, -1.53036], [-1.67636, 0.23207, 1.65022], [0.16444, 0.05311, -0.76426], [-0.52801, -1.69912, 1.10261], [-0.69738, -1.41963, -0.53537], [-0.62074, -1.07795, 3.01880], [2.07310, -0.67595, -1.43726], [1.09744, 0.26749, -2.63973], [2.07133, 0.85851, -1.23745], [-1.94904, 0.68636, 2.51234], [-2.14788, -0.89558, -0.59897], [-0.12163, 0.95102, -0.37401]]}

=====

Model ii:
{"formula": "C2H7N2OP", "method": "ωB97M-V with the def2-TZVPD basis set", "charge": 0, "spin_multiplicity": 1, "e_homo_ev": -9.66, "smiles": "C=N[P@@](C)(N)=O", "molar_mass_g_mol": 106.06, "elements": ["C", "C", "N", "N", "O", "P", "H", "H", "H", "H", "H", "H", "H"], "positions_angstrom": [[-2.23897, 0.02507, -0.03048], [1.07684, 0.78143, -1.00066], [-1.18325, 0.29280, 0.55875], [1.18740, -0.50969, 1.47956], [0.03434, -1.77394, -0.65820], [0.27117, -0.42980, 0.08088], [-3.20889, 0.38849, 0.41065], [-2.25161, -0.67340, -0.88916], [0.64608, 1.78594, -1.00176], [2.21987, 0.90117, -0.95892], [1.03694, 0.52183, -2.07515], [0.94564, 0.16944, 2.27123], [1.46442, -1.47935, 1.81328]]}

=====

Which of them is the least stable? Correct choice: model i.